The following is a quantum chemistry calculation of a structure of composition C20H13Br5MoN4O2, from the Open Molecules 2025 dataset.

Energy ... -383075.280 eV
Kohn-Sham gap ... 0.248 Ha
Energy relative to the best compared isomer or geometry (same formula, charge and spin) ... 0.8 kcal/mol
HOMO ... -7.077 eV

Structure (XYZ):
```
45
Properties=species:S:1:pos:R:3:forces:R:3
Mo -0.012 -0.182 0.004 0.220 0.191 -0.291
Br 1.824 1.737 6.455 0.008 0.007 0.025
C 0.972 1.663 4.776 0.001 0.022 0.033
C 0.044 2.631 4.402 -0.021 -0.006 -0.037
Br -0.384 4.045 5.570 -0.002 0.033 0.033
C -0.586 2.560 3.156 -0.026 0.077 0.046
Br -1.863 3.819 2.574 0.031 -0.025 0.024
C -0.283 1.528 2.279 -0.020 -0.055 -0.113
O -0.848 1.348 1.099 -0.114 -0.029 0.073
C 0.655 0.556 2.666 0.068 -0.147 -0.178
O 0.874 -0.416 1.753 0.115 0.163 0.303
C 1.274 0.620 3.897 0.051 -0.087 0.008
Br 2.502 -0.751 4.311 -0.016 0.027 0.008
Br -2.074 -1.318 -2.755 0.010 -0.006 0.002
C -2.761 -1.407 -1.006 0.040 0.067 0.132
C -4.030 -1.929 -0.831 0.035 0.034 0.089
C -4.552 -1.993 0.449 0.035 -0.002 -0.034
C -3.789 -1.518 1.504 0.019 0.008 -0.057
C -2.542 -0.993 1.244 -0.030 -0.050 -0.105
N -2.007 -0.941 0.000 -0.296 -0.127 -0.134
H -4.581 -2.276 -1.691 -0.018 -0.008 -0.003
H -5.538 -2.405 0.615 -0.014 0.003 0.005
H -4.149 -1.535 2.522 -0.017 -0.007 0.004
H -1.936 -0.593 2.045 0.031 0.013 -0.029
N 1.150 -2.588 -1.590 0.024 -0.056 0.013
C 1.765 -3.786 -1.564 -0.059 -0.030 0.030
C 1.877 -4.149 -0.243 -0.008 0.100 -0.020
C 1.311 -3.083 0.476 0.087 -0.060 0.010
N 0.878 -2.147 -0.355 -0.105 -0.070 0.025
H 0.892 -2.007 -2.371 -0.001 0.009 0.002
H 2.067 -4.279 -2.471 -0.001 -0.001 -0.015
H 2.316 -5.047 0.154 0.013 -0.012 -0.001
H 1.223 -2.932 1.539 0.000 0.020 0.008
N 0.476 0.531 -1.498 0.109 0.267 -0.014
C 1.103 1.432 -2.366 -0.191 -0.331 0.249
C 0.620 2.735 -2.465 -0.057 0.053 0.011
C 1.222 3.626 -3.336 0.048 0.003 -0.044
C 2.303 3.231 -4.116 -0.039 -0.022 0.042
C 2.786 1.934 -4.009 -0.002 0.039 -0.012
C 2.191 1.036 -3.137 0.089 -0.059 -0.049
H -0.217 3.028 -1.845 -0.002 0.005 -0.011
H 0.843 4.637 -3.406 0.008 0.019 -0.010
H 2.769 3.931 -4.796 0.008 0.015 -0.007
H 3.635 1.620 -4.602 0.003 0.005 -0.009
H 2.578 0.029 -3.034 -0.012 0.010 -0.001
```
Positions in Å, forces in eV/Å.

The following is a quantum chemistry calculation of a cluster of 4 separate species, C2H12NO4 in total in a non-equilibrium geometry, from the Open Molecules 2025 dataset.

Energy ... -11949.030 eV
Kohn-Sham gap ... 0.281 Ha
Total charge ... -1
Energy relative to the best compared isomer or geometry (same formula, charge and spin) ... 27.0 kcal/mol
HOMO ... -3.601 eV

Structure (XYZ):
```
19
Properties=species:S:1:pos:R:3:forces:R:3
C 0.479 1.105 0.682 0.560 -0.112 -2.327
O 0.597 1.062 -0.705 -1.093 -0.337 -0.190
C 1.010 -0.238 1.199 0.326 -0.251 1.506
N 2.347 -0.533 0.694 -0.019 -1.124 0.394
H 1.138 1.954 0.909 0.278 -0.056 1.309
H -0.535 1.401 1.030 -0.008 -0.472 0.274
H 1.055 -0.315 2.305 0.108 0.436 -0.123
H 0.416 -1.142 0.978 -0.408 0.860 -0.476
H 2.307 -0.638 -0.310 0.094 0.654 -0.050
H 3.046 0.133 0.983 -0.130 0.246 -0.284
H -0.690 -0.173 -2.785 -0.552 -0.224 0.155
H -0.525 0.167 -1.358 0.033 0.186 0.285
O -1.179 -0.365 -1.965 0.826 0.118 -0.395
H 0.072 -2.517 -1.388 0.202 0.918 0.344
H 1.036 -2.725 -0.086 -0.423 0.464 -0.835
O 0.381 -3.103 -0.696 0.196 -1.290 0.493
H -2.441 2.580 1.319 0.457 0.359 0.169
H -2.895 1.346 0.625 -0.169 0.121 -0.105
O -3.241 2.161 1.019 -0.278 -0.494 -0.145
```
Positions in Å, forces in eV/Å.

Question: Which value of Kohn-Sham gap does entry 2 give?
Answer: 0.281 Ha

Question: Which value of energy does entry 1 give?
Answer: -383075.280 eV

Question: Among the records above, which one has the highest energy relative to the best compared isomer or geometry (same formula, charge and spin)?
Answer: C2H12NO4